Formula: C24H60CoO20P4S
Source: OMol25
Level of theory: wB97M-V/def2-TZVPD

Properties
Frontier orbital gap (alpha / beta)   0.3068 / 0.3071 Eh
Total charge   0
Spin multiplicity   4
Calculated total energy   -152441.7914 eV

Atoms and positions in Å:
Co: 5.9595 23.7061 -20.0761
S: 6.6258 21.2475 -20.6120
O: 5.3089 21.8371 -20.2270
O: 7.1523 20.2649 -19.6699
O: 6.5641 20.7064 -21.9653
O: 7.4706 22.4702 -20.5542
C: 0.8801 24.4436 -16.6586
C: 0.8461 23.6558 -17.9755
O: 2.1185 23.6128 -18.6162
P: 2.6671 24.6980 -19.6105
O: 4.0479 24.4657 -20.0670
O: 1.5875 24.7703 -20.7362
C: 1.9203 25.5475 -21.9452
C: 1.5438 24.8534 -23.2336
O: 2.5944 26.0743 -18.7850
C: 3.6112 26.4645 -17.8457
C: 3.2223 27.8534 -17.3890
H: 1.8652 24.2215 -16.2451
H: 0.7004 25.5104 -16.7803
H: 0.0942 24.1327 -15.9693
H: 0.5718 22.6181 -17.7979
H: 0.1115 24.0988 -18.6531
H: 1.1084 26.2798 -21.8453
H: 2.8647 26.0826 -21.9397
H: 2.3069 24.1805 -23.6272
H: 0.5493 24.4188 -23.2493
H: 1.5618 25.6760 -23.9583
H: 3.7032 25.6639 -17.1031
H: 4.5862 26.3889 -18.3444
H: 2.2407 27.8195 -16.9180
H: 3.9016 28.2373 -16.6230
H: 3.2505 28.5665 -18.2096
C: 4.7964 21.9019 -13.6342
C: 4.1830 23.1498 -14.2788
O: 4.8536 23.6658 -15.4307
P: 5.2992 22.7029 -16.6319
O: 5.4580 23.3716 -17.9335
O: 4.2153 21.5182 -16.6044
C: 4.3055 20.5118 -17.6411
C: 3.0418 19.6930 -17.5754
O: 6.6543 22.1108 -16.0699
C: 7.6889 21.5828 -16.9267
C: 8.9409 21.4376 -16.0899
H: 4.6470 21.8360 -12.5547
H: 4.3902 20.9950 -14.0754
H: 5.8825 21.9739 -13.7058
H: 3.1174 23.0506 -14.4878
H: 4.1696 23.8922 -13.4777
H: 4.4052 21.0296 -18.6008
H: 5.2436 19.9529 -17.5650
H: 3.1109 18.7684 -18.1525
H: 2.8405 19.3383 -16.5642
H: 2.2569 20.2956 -18.0311
H: 7.3847 20.6435 -17.3824
H: 7.9496 22.3071 -17.7001
H: 9.6669 20.7792 -16.5693
H: 9.4147 22.4136 -15.9845
H: 8.7261 20.9826 -15.1213
C: 5.3021 25.8076 -26.7301
C: 6.2428 26.1462 -25.5807
O: 5.7283 25.8568 -24.3063
P: 5.9935 24.4708 -23.5461
O: 5.9749 24.5387 -22.0775
O: 4.7486 23.6461 -24.0797
C: 4.7305 22.2055 -23.9521
C: 3.6910 21.6492 -24.9305
O: 7.2699 23.8692 -24.2186
C: 8.1782 23.0307 -23.4552
C: 9.4951 22.9495 -24.2561
H: 5.2991 26.5815 -27.4998
H: 5.4897 24.8276 -27.1662
H: 4.2567 25.8556 -26.4070
H: 7.2120 25.7086 -25.8280
H: 6.3977 27.2229 -25.6967
H: 5.6477 21.8079 -24.3831
H: 4.5158 21.9509 -22.9195
H: 3.9925 21.9392 -25.9392
H: 3.7011 20.5587 -24.8879
H: 2.6467 21.9341 -24.7908
H: 8.2566 23.4579 -22.4544
H: 7.8276 22.0190 -23.2428
H: 10.3467 22.6242 -23.6575
H: 9.2699 22.1553 -24.9669
H: 9.8158 23.8879 -24.7043
C: 8.0972 25.8764 -15.5595
C: 7.4038 26.5280 -16.7718
O: 8.3319 26.7688 -17.8087
P: 8.0855 26.4083 -19.3177
O: 7.1413 25.2980 -19.4713
O: 7.6363 27.7436 -20.0618
C: 6.5905 27.7574 -21.0418
C: 5.5062 28.7456 -20.5633
O: 9.5780 26.1724 -19.8210
C: 9.8720 25.8837 -21.1814
C: 11.0635 26.6347 -21.6860
H: 7.3870 25.3052 -14.9669
H: 8.7614 25.1150 -15.9757
H: 8.6563 26.6813 -15.0905
H: 6.5926 25.8764 -17.1131
H: 6.9380 27.4640 -16.4492
H: 6.8553 28.0115 -22.0687
H: 6.1913 26.7412 -21.0712
H: 4.5638 28.4682 -21.0496
H: 5.3354 28.8002 -19.4903
H: 5.6418 29.7718 -20.9135
H: 9.9995 24.8009 -21.2947
H: 8.9804 25.9954 -21.8170
H: 10.9391 27.7147 -21.7621
H: 11.8971 26.4457 -21.0034
H: 11.4110 26.2729 -22.6540

---

Formula: H6N4P2
Source: OMol25
Level of theory: wB97M-V/def2-TZVPD

Properties
Frontier orbital gap   0.2900 Eh
Total charge   0
Spin multiplicity   1
Energy relative to the best compared isomer or geometry (same formula, charge and spin)   1.543 eV
Calculated total energy   -24634.2648 eV
SMILES string   [H]/N=P(/N)=P(/N)=N\[H]

Atoms and positions in Å:
H: -2.3985 0.7784 -1.1441
N: -2.3450 0.3107 -0.2477
P: -1.1079 1.0049 0.4244
N: -0.5338 0.0518 1.6389
P: 0.9632 0.6819 -1.0496
N: 0.4999 -0.8818 -1.2331
N: 1.9124 0.5119 0.2021
H: 2.3635 1.3173 0.5824
H: -0.8331 -0.8282 1.8281
H: 0.3998 0.0989 1.9821
H: 1.0320 -1.7530 -0.9782
H: 0.0473 -1.2929 -2.0052

---

Formula: C27H32IrN3O4S2Si
Source: OMol25
Level of theory: wB97M-V/def2-TZVPD

Properties
Frontier orbital gap (alpha / beta)   0.2535 / 0.2534 Eh
Total charge   -2
Spin multiplicity   1
Calculated total energy   -73570.7418 eV

Atoms and positions in Å:
Ir: -0.1361 -0.2882 1.2612
S: -0.8043 1.9459 2.2032
C: -2.4800 1.8180 2.6074
C: -3.1412 2.9533 3.0772
C: -4.4300 2.8892 3.5905
C: -5.1057 4.0770 3.9863
N: -5.6581 5.0455 4.2746
C: -5.0659 1.6315 3.6813
C: -4.4526 0.5211 3.1143
C: -3.2026 0.6097 2.4992
S: -2.5976 -0.7256 1.5936
C: -6.3061 1.4917 4.3655
N: -7.2958 1.3645 4.9403
H: -2.6239 3.9036 3.0396
H: -4.9564 -0.4363 3.1431
O: 1.7990 -7.0127 0.0610
C: 0.6946 -6.5678 -0.2943
O: -0.2086 -7.0700 -0.9913
C: 0.3674 -5.1285 0.2358
C: -0.7459 -4.4545 -0.2583
C: -1.0055 -3.1679 0.1656
N: -0.2114 -2.5299 1.0316
C: 0.8488 -3.1730 1.5269
C: 1.1628 -4.4741 1.1647
C: 1.7484 -2.3585 2.4509
O: 2.6336 -2.9301 3.0692
O: 1.4645 -1.1088 2.5203
H: -1.3926 -4.9494 -0.9689
H: -1.8799 -2.6225 -0.1714
H: 2.0362 -4.9390 1.5979
C: 2.6555 -0.3429 -2.9696
C: 1.7079 -0.8424 -1.8723
C: 0.5930 -1.6558 -2.5444
C: 2.4965 -1.8242 -0.9943
Si: 0.8972 0.5724 -0.7517
C: -0.4486 1.5271 -1.8485
C: -0.7888 2.8929 -1.2392
C: -0.0131 1.7548 -3.3000
C: -1.7530 0.7142 -1.8506
C: 2.3503 1.8313 -0.2736
C: 1.9168 2.7268 0.8932
C: 2.7941 2.7352 -1.4300
C: 3.5755 1.0550 0.2287
H: 2.9728 -1.1983 -3.5785
H: 3.5568 0.1074 -2.5508
H: 2.1839 0.3836 -3.6331
H: 1.0207 -2.5225 -3.0616
H: 0.0465 -1.0685 -3.2835
H: -0.1158 -2.0301 -1.8067
H: 2.8245 -2.6806 -1.5952
H: 1.8838 -2.2125 -0.1867
H: 3.3799 -1.3695 -0.5509
H: 0.0380 3.5999 -1.3275
H: -1.0527 2.8018 -0.1850
H: -1.6500 3.3247 -1.7650
H: 0.9345 2.2939 -3.3611
H: -0.7731 2.3508 -3.8205
H: 0.0931 0.8148 -3.8419
H: -2.1207 0.5723 -0.8337
H: -1.6241 -0.2719 -2.2988
H: -2.5258 1.2475 -2.4192
H: 1.0393 3.3278 0.6550
H: 2.7367 3.4074 1.1577
H: 1.6840 2.1256 1.7727
H: 1.9910 3.4015 -1.7479
H: 3.1239 2.1597 -2.2964
H: 3.6334 3.3605 -1.0997
H: 3.2996 0.3453 1.0134
H: 4.3036 1.7581 0.6528
H: 4.0778 0.5130 -0.5731

---

Formula: C2H12N2O2
Source: OMol25
Level of theory: wB97M-V/def2-TZVPD

Properties
Frontier orbital gap   0.3496 Eh
Total charge   0
Spin multiplicity   1
Energy relative to the best compared isomer or geometry (same formula, charge and spin)   1.401 eV
Calculated total energy   -9342.8013 eV
SMILES string   CNCN.O.O

Atoms and positions in Å:
C: -1.0810 1.5355 -1.9472
N: -0.3642 1.3340 -0.7122
C: -0.5728 0.0981 0.0658
N: 0.4389 -0.1347 1.0770
H: -0.6441 0.8928 -2.7221
H: -2.1859 1.3180 -1.7876
H: -1.0574 2.5466 -2.4091
H: 0.6289 1.3466 -0.9466
H: -0.6868 -0.6910 -0.6886
H: -1.5488 0.2011 0.5322
H: 0.4577 0.6815 1.6769
H: 0.1390 -0.8853 1.6936
O: -4.3380 -0.3224 0.4477
H: -3.4499 -0.5852 0.1556
H: -4.7858 -0.9071 -0.1852
O: 6.7528 -2.0710 2.0025
H: 5.9547 -1.8070 2.4769
H: 6.3427 -2.5506 1.2704

---

Formula: HN2O3S
Source: OMol25
Level of theory: wB97M-V/def2-TZVPD

Properties
Frontier orbital gap   0.3015 Eh
Total charge   -1
Spin multiplicity   1
Energy relative to the best compared isomer or geometry (same formula, charge and spin)   3.176 eV
Calculated total energy   -19973.1422 eV

Atoms and positions in Å:
N: 1.0457 1.1739 0.0379
N: 0.1013 1.7833 0.4870
O: -1.5022 -0.5144 -0.1246
O: 1.1605 -0.1619 -0.0145
O: 0.1857 -2.1560 -1.2452
S: -0.2857 -1.3906 -0.0464
H: -0.7053 1.2658 0.9058

---

calculated total energy of number 1 (C24H60CoO20P4S)? -152441.7914 eV